No. 1
A single C5H4F4 molecule. Source: the OMol25 dataset; level of theory: ωB97M-V/def2-TZVPD.

Output
- E_HOMO (Eh) = -0.38702
- energy (eV) = -16117.4688
- gap between HOMO and LUMO (eV) = 11.249
- largest force on an atom (Eh/bohr) = 0.0868
- relative energy (zero: lowest compared OMol25 entry of this formula, charge and spin) (kJ/mol) = 42.0

```
! wB97M-V def2-TZVPD RIJCOSX def2/J DEFGRID3
* xyz 0 1
C -0.23 0.37 0.49
C -1.36 -0.24 0.09
C 1.24 0.47 0.19
C 0.08 1.43 1.80
C 1.54 1.13 1.52
F -0.48 2.66 1.50
F -0.36 1.11 3.02
F 2.05 0.23 2.41
F 2.35 2.24 1.68
H -2.01 -0.02 1.01
H -1.55 -0.96 -0.71
H 1.67 -0.47 0.02
H 1.45 1.12 -0.68
*
```

---

No. 2
An isolated ion of composition C5H4F6NO and charge +1. Source: the OMol25 dataset; level of theory: ωB97M-V/def2-TZVPD.

Output
- E_HOMO (Eh) = -0.64180
- energy (eV) = -25083.7733
- gap between HOMO and LUMO (eV) = 13.225
- largest force on an atom (Eh/bohr) = 0.0688
- relative energy (zero: lowest compared OMol25 entry of this formula, charge and spin) (kJ/mol) = 0.0

```
! wB97M-V def2-TZVPD RIJCOSX def2/J DEFGRID3
* xyz 1 1
C -1.01 -0.13 -0.13
C 1.36 -0.23 0.66
C -2.70 -0.02 -0.58
C -3.25 -1.33 0.09
C -3.19 1.28 0.13
N 0.07 -0.17 0.23
O -2.86 -0.07 -1.90
F -2.73 -1.46 1.32
F -2.90 -2.39 -0.61
F -4.56 -1.27 0.19
F -2.34 2.27 -0.15
F -4.38 1.61 -0.36
F -3.27 1.14 1.44
H 1.42 -0.88 1.53
H 2.01 -0.62 -0.13
H 1.69 0.78 0.93
H -2.88 0.79 -2.36
*
```

---

No. 3
A 2-piece molecular cluster, C5H4FN3O3 overall. Source: the OMol25 dataset; level of theory: ωB97M-V/def2-TZVPD.

Output
- E_HOMO (Eh) = -0.31227
- energy (eV) = -18577.0008
- gap between HOMO and LUMO (eV) = 8.943
- largest force on an atom (Eh/bohr) = 0.1057
- relative energy (zero: lowest compared OMol25 entry of this formula, charge and spin) (kJ/mol) = 188.0

```
! wB97M-V def2-TZVPD RIJCOSX def2/J DEFGRID3
* xyz 0 1
C -0.38 0.11 1.12
C -2.22 -0.79 0.06
C 2.35 0.93 -0.20
C 0.13 -1.00 -1.14
C 0.12 -0.83 0.28
N -1.75 -0.08 1.16
N -1.00 -1.52 -0.39
N 2.44 1.18 -1.34
O 0.06 1.00 1.94
O -3.34 -0.88 -0.32
O 2.56 0.78 0.97
F -0.01 -0.05 -2.10
H 0.64 -1.77 -1.59
H -2.36 0.45 1.76
H 0.95 1.02 1.91
H 1.82 1.44 -2.13
*
```

---

No. 4
A single C5H4FNO molecule. Source: the OMol25 dataset; level of theory: ωB97M-V/def2-TZVPD.

Output
- E_HOMO (Eh) = -0.39300
- energy (eV) = -11503.1065
- gap between HOMO and LUMO (eV) = 10.498
- largest force on an atom (Eh/bohr) = 0.0413
- relative energy (zero: lowest compared OMol25 entry of this formula, charge and spin) (kJ/mol) = 141.5

```
! wB97M-V def2-TZVPD RIJCOSX def2/J DEFGRID3
* xyz 0 1
C -0.23 0.39 0.17
C -0.37 -0.62 1.34
C 0.12 -1.76 0.45
C -0.18 -0.84 -0.72
C 0.98 1.18 0.23
H -1.43 -0.69 1.55
H 0.20 -0.39 2.26
H -0.45 -2.69 0.53
H 1.17 -2.11 0.47
N 1.97 1.80 0.26
O -0.38 -0.97 -1.89
F -1.35 1.22 -0.03
*
```

---

No. 5
A single C5H4INO molecule. Source: the OMol25 dataset; level of theory: ωB97M-V/def2-TZVPD.

Output
- E_HOMO (Eh) = -0.37006
- energy (eV) = -16885.3794
- gap between HOMO and LUMO (eV) = 9.326
- largest force on an atom (Eh/bohr) = 0.1035
- relative energy (zero: lowest compared OMol25 entry of this formula, charge and spin) (kJ/mol) = 109.8

```
! wB97M-V def2-TZVPD RIJCOSX def2/J DEFGRID3
* xyz 0 1
C 0.98 1.64 -0.63
C 0.09 0.04 1.21
C -1.23 -0.40 0.59
C -0.46 -0.58 -0.80
C 0.79 0.05 -0.17
N 1.03 2.73 -0.95
O 0.51 0.20 2.29
I 2.81 -0.81 -0.33
H -1.51 -1.47 1.10
H -2.02 0.34 0.49
H -0.23 -1.66 -1.18
H -0.76 -0.09 -1.61
*
```

---

No. 6
A single C5H4INO2 molecule. Source: the OMol25 dataset; level of theory: ωB97M-V/def2-TZVPD.

Output
- E_HOMO (Eh) = -0.31426
- energy (eV) = -18931.3451
- gap between HOMO and LUMO (eV) = 7.484
- largest force on an atom (Eh/bohr) = 0.1308
- relative energy (zero: lowest compared OMol25 entry of this formula, charge and spin) (kJ/mol) = 311.4

```
! wB97M-V def2-TZVPD RIJCOSX def2/J DEFGRID3
* xyz 0 1
C -0.45 -0.58 0.74
C 0.75 0.23 0.47
C -1.23 -1.41 -0.35
C 1.64 0.74 1.33
C 0.93 0.68 -0.97
N -1.82 -0.37 0.12
O -1.28 -2.47 -0.84
O 2.50 1.18 1.91
I -3.44 0.93 -0.07
H -0.48 -1.05 1.64
H 0.04 0.97 -1.26
H 1.27 -0.27 -1.63
H 1.57 1.42 -1.10
*
```

---

No. 7
C5H4N as an isolated structure. Source: the OMol25 dataset; level of theory: ωB97M-V/def2-TZVPD.

Output
- E_HOMO (Eh) = -0.60351
- energy (eV) = -6723.6226
- gap between HOMO and LUMO (eV) = 9.138
- largest force on an atom (Eh/bohr) = 0.0957
- relative energy (zero: lowest compared OMol25 entry of this formula, charge and spin) (kJ/mol) = 455.2

```
! wB97M-V def2-TZVPD RIJCOSX def2/J DEFGRID3
* xyz 1 1
C 1.32 -0.44 -0.10
C 1.03 0.87 -0.02
C 2.48 -1.00 0.08
C -0.20 -0.76 -0.05
C -0.93 0.71 0.07
N 0.15 1.71 0.01
H -0.43 -1.19 -0.93
H -0.29 -1.33 0.76
H -1.70 0.73 -0.81
H -1.40 0.71 0.98
*
```

---

No. 8
An isolated ion of composition C5H4N and charge +1. Source: the OMol25 dataset; level of theory: ωB97M-V/def2-TZVPD.

Output
- E_HOMO (alpha / beta) (Eh) = -0.56803 / -0.56794
- energy (eV) = -6725.1934
- gap between HOMO and LUMO (alpha / beta) (eV) = 7.758 / 7.756
- largest force on an atom (Eh/bohr) = 0.0999
- relative energy (zero: lowest compared OMol25 entry of this formula, charge and spin) (kJ/mol) = 303.6

```
! wB97M-V def2-TZVPD RIJCOSX def2/J DEFGRID3
* xyz 1 1
C 3.63 0.65 0.55
C 0.23 -0.43 -0.32
C 1.63 -0.49 -0.57
C 2.60 0.26 -0.06
C -2.11 0.31 0.31
N -0.87 -0.09 -0.15
H 1.82 -1.35 -1.37
H -2.69 0.52 -0.49
H -2.39 -0.48 1.04
H -1.86 1.10 1.05
*
```

---

No. 9
C5H4N as an isolated structure. Source: the OMol25 dataset; level of theory: ωB97M-V/def2-TZVPD.

Output
- E_HOMO (alpha / beta) (Eh) = -0.52585 / -0.52584
- energy (eV) = -6726.5553
- gap between HOMO and LUMO (alpha / beta) (eV) = 8.979 / 8.978
- largest force on an atom (Eh/bohr) = 0.0497
- relative energy (zero: lowest compared OMol25 entry of this formula, charge and spin) (kJ/mol) = 172.2

```
! wB97M-V def2-TZVPD RIJCOSX def2/J DEFGRID3
* xyz 1 1
C -1.56 -0.74 -0.25
C -2.18 0.40 0.34
C -0.33 -0.02 -0.38
C -1.26 1.07 -0.44
C 2.07 0.32 -0.04
N 0.86 0.11 -0.16
H -1.95 -1.54 -0.85
H -3.07 0.60 0.89
H 2.50 0.55 0.94
H 2.74 0.30 -0.90
*
```

---

No. 10
An isolated ion of composition C5H4N and charge +1. Source: the OMol25 dataset; level of theory: ωB97M-V/def2-TZVPD.

Output
- E_HOMO (Eh) = -0.56025
- energy (eV) = -6724.6187
- gap between HOMO and LUMO (eV) = 8.157
- largest force on an atom (Eh/bohr) = 0.1103
- relative energy (zero: lowest compared OMol25 entry of this formula, charge and spin) (kJ/mol) = 359.0

```
! wB97M-V def2-TZVPD RIJCOSX def2/J DEFGRID3
* xyz 1 1
C 1.36 -0.86 0.97
C 0.77 -0.49 2.21
C -0.13 0.67 -2.16
C -0.52 0.44 -1.05
C -0.95 0.16 0.32
N 0.17 -0.23 1.04
H 2.24 -1.22 0.48
H 0.31 1.11 -3.02
H -1.47 1.12 0.86
H -1.79 -0.71 0.34
*
```

---

No. 11
An isolated ion of composition C5H4N and charge +1. Source: the OMol25 dataset; level of theory: ωB97M-V/def2-TZVPD.

Output
- expectation value of S² = 2.022
- E_HOMO (alpha / beta) (Eh) = -0.54702 / -0.61009
- energy (eV) = -6723.7906
- gap between HOMO and LUMO (alpha / beta) (eV) = 9.291 / 8.594
- largest force on an atom (Eh/bohr) = 0.0679
- relative energy (zero: lowest compared OMol25 entry of this formula, charge and spin) (kJ/mol) = 292.6

```
! wB97M-V def2-TZVPD RIJCOSX def2/J DEFGRID3
* xyz 1 3
C 1.20 1.54 -0.07
C -0.72 -1.49 -0.26
C -0.62 -0.35 0.76
C 0.54 0.25 0.24
C -0.01 -0.39 -0.84
N 0.70 1.85 -1.14
H 1.97 2.12 0.59
H 0.03 -2.24 -0.04
H -1.75 -1.52 -0.53
H -1.33 0.22 1.29
*
```

---

No. 12
A single C5H4N2 molecule. Source: the OMol25 dataset; level of theory: ωB97M-V/def2-TZVPD.

Output
- E_HOMO (Eh) = -0.33867
- energy (eV) = -8224.1305
- gap between HOMO and LUMO (eV) = 8.934
- largest force on an atom (Eh/bohr) = 0.1258
- relative energy (zero: lowest compared OMol25 entry of this formula, charge and spin) (kJ/mol) = 517.4

```
! wB97M-V def2-TZVPD RIJCOSX def2/J DEFGRID3
* xyz 0 1
C -1.13 -0.01 -2.20
C -1.44 0.41 -0.98
C -2.17 1.07 0.00
C 0.12 0.36 1.08
C 1.33 -0.54 0.77
N -0.94 -0.44 -3.28
N -0.80 0.68 0.22
H 0.10 0.71 2.03
H 1.17 -1.32 1.41
H 2.15 -0.11 1.22
H 1.61 -0.82 -0.25
*
```

---

No. 13
A single C5H4N2 molecule. Source: the OMol25 dataset; level of theory: ωB97M-V/def2-TZVPD.

Output
- E_HOMO (Eh) = -0.31711
- energy (eV) = -8225.0091
- gap between HOMO and LUMO (eV) = 9.231
- largest force on an atom (Eh/bohr) = 0.0372
- relative energy (zero: lowest compared OMol25 entry of this formula, charge and spin) (kJ/mol) = 432.7

```
! wB97M-V def2-TZVPD RIJCOSX def2/J DEFGRID3
* xyz 0 1
C 2.88 -0.67 0.18
C 1.72 -0.36 0.05
C 0.38 0.07 -0.11
C -0.85 -0.75 0.09
N -1.96 -0.14 0.05
N -1.16 1.78 -0.59
C -0.04 1.29 -0.46
H 3.90 -0.95 0.26
H -0.73 -1.83 0.24
H -2.83 -0.65 -0.04
H -1.30 2.22 0.32
*
```

---

No. 14
A single C5H4N2 molecule. Source: the OMol25 dataset; level of theory: ωB97M-V/def2-TZVPD.

Output
- E_HOMO (Eh) = -0.32802
- energy (eV) = -8227.6951
- gap between HOMO and LUMO (eV) = 9.862
- largest force on an atom (Eh/bohr) = 0.0070
- relative energy (zero: lowest compared OMol25 entry of this formula, charge and spin) (kJ/mol) = 173.5

```
! wB97M-V def2-TZVPD RIJCOSX def2/J DEFGRID3
* xyz 0 1
C -2.68 -0.05 1.00
C -1.54 -0.03 0.59
C -0.19 -0.03 0.14
C 0.33 0.58 -0.99
N 1.64 0.28 -1.01
N 2.04 -0.48 0.02
C 0.93 -0.67 0.72
H -3.69 -0.07 1.35
H -0.14 1.18 -1.75
H 2.33 0.56 -1.70
H 0.95 -1.26 1.63
*
```

---

No. 15
C5H4N2O as an isolated structure. Source: the OMol25 dataset; level of theory: ωB97M-V/def2-TZVPD.

Output
- E_HOMO (Eh) = -0.35244
- energy (eV) = -10274.3608
- gap between HOMO and LUMO (eV) = 10.159
- largest force on an atom (Eh/bohr) = 0.0592
- relative energy (zero: lowest compared OMol25 entry of this formula, charge and spin) (kJ/mol) = 231.7

```
! wB97M-V def2-TZVPD RIJCOSX def2/J DEFGRID3
* xyz 0 1
C -1.99 -0.17 -0.26
C -0.03 -0.15 -0.79
C 1.31 -0.19 -0.89
C 1.87 0.12 0.35
C -0.67 0.08 0.38
H -2.68 0.69 -0.31
H -2.62 -1.05 -0.09
H 1.98 -0.35 -1.70
H 2.94 0.13 0.58
N 1.19 0.40 1.48
N -0.14 0.37 1.53
O -1.24 -0.37 -1.53
*
```

---

No. 16
A single C5H4N2O molecule. Source: the OMol25 dataset; level of theory: ωB97M-V/def2-TZVPD.

Output
- E_HOMO (Eh) = -0.36126
- energy (eV) = -10274.6637
- gap between HOMO and LUMO (eV) = 10.139
- largest force on an atom (Eh/bohr) = 0.0649
- relative energy (zero: lowest compared OMol25 entry of this formula, charge and spin) (kJ/mol) = 202.5

```
! wB97M-V def2-TZVPD RIJCOSX def2/J DEFGRID3
* xyz 0 1
C 0.16 1.34 0.87
C -0.80 0.35 1.50
C 0.26 -1.38 -1.44
C 0.94 -0.14 -1.44
C 0.33 0.48 -0.32
H -0.52 0.01 2.53
H -1.78 0.72 1.65
H 0.49 -2.28 -2.07
H 1.64 0.39 -2.15
N -0.52 -0.42 0.23
N -0.69 -1.55 -0.44
O 0.49 2.49 1.06
*
```

---

No. 17
C5H4N2O2 as an isolated structure. Source: the OMol25 dataset; level of theory: ωB97M-V/def2-TZVPD.

Output
- E_HOMO (Eh) = -0.37018
- energy (eV) = -12320.5572
- gap between HOMO and LUMO (eV) = 9.014
- largest force on an atom (Eh/bohr) = 0.1843
- relative energy (zero: lowest compared OMol25 entry of this formula, charge and spin) (kJ/mol) = 436.2

```
! wB97M-V def2-TZVPD RIJCOSX def2/J DEFGRID3
* xyz 0 1
C -1.88 0.19 -0.20
C -0.54 0.07 -0.43
C 0.26 1.36 -0.14
C 2.02 -0.02 0.30
C 1.30 -1.04 -0.24
H -2.15 -1.61 0.03
H -0.54 2.27 0.05
H 3.15 -0.03 1.08
H 1.84 -1.94 -0.36
N 1.54 1.34 0.16
N -0.02 -1.07 -0.63
O -2.63 -0.85 0.65
O -2.34 1.33 -0.27
*
```

---

No. 18
A single C5H4N2O2S molecule. Source: the OMol25 dataset; level of theory: ωB97M-V/def2-TZVPD.

Output
- E_HOMO (Eh) = -0.29390
- energy (eV) = -23154.3987
- gap between HOMO and LUMO (eV) = 7.847
- largest force on an atom (Eh/bohr) = 0.0992
- relative energy (zero: lowest compared OMol25 entry of this formula, charge and spin) (kJ/mol) = 507.2

```
! wB97M-V def2-TZVPD RIJCOSX def2/J DEFGRID3
* xyz 0 1
C 2.28 -1.89 1.29
C -0.94 0.44 -0.93
C 1.04 -0.63 -0.04
C 0.77 -0.40 1.25
C -1.25 1.04 0.21
N 1.56 -1.08 2.09
N -1.04 0.33 -2.22
O 2.00 -1.57 -0.05
O -2.43 1.76 0.25
S -0.47 0.77 1.79
H 3.18 -2.32 1.59
H -1.48 -0.52 -2.66
H -1.04 1.28 -2.78
H -2.16 2.78 0.20
*
```

---

No. 19
A single C5H4N2S molecule. Source: the OMol25 dataset; level of theory: ωB97M-V/def2-TZVPD.

Output
- E_HOMO (Eh) = -0.29996
- energy (eV) = -19059.1077
- gap between HOMO and LUMO (eV) = 7.791
- largest force on an atom (Eh/bohr) = 0.1633
- relative energy (zero: lowest compared OMol25 entry of this formula, charge and spin) (kJ/mol) = 542.4

```
! wB97M-V def2-TZVPD RIJCOSX def2/J DEFGRID3
* xyz 0 1
C -1.41 -1.64 -0.09
C 0.92 0.74 0.20
C -0.24 1.42 0.21
C 0.93 -1.86 0.12
C -2.50 -0.84 -0.11
N -0.46 -2.39 0.04
N 0.96 -0.55 0.06
S -1.99 0.98 0.04
H 1.98 1.10 -0.03
H -0.20 2.43 0.19
H 1.72 -2.78 0.32
H -3.53 -1.15 -0.24
*
```

---

No. 20
An isolated ion of composition C5H4N3O2S and charge +1. Source: the OMol25 dataset; level of theory: ωB97M-V/def2-TZVPD.

Output
- E_HOMO (Eh) = -0.48198
- energy (eV) = -24635.6835
- gap between HOMO and LUMO (eV) = 7.803
- largest force on an atom (Eh/bohr) = 0.0745
- relative energy (zero: lowest compared OMol25 entry of this formula, charge and spin) (kJ/mol) = 518.2

```
! wB97M-V def2-TZVPD RIJCOSX def2/J DEFGRID3
* xyz 1 1
C 2.42 2.32 -0.35
C 2.00 0.08 0.19
C -0.13 1.21 0.00
C -2.36 0.04 0.12
C -1.34 -0.82 -0.09
N 1.65 1.40 0.03
N 1.03 -0.74 0.16
N -0.15 -0.14 -0.04
O -0.83 1.99 -0.85
O -1.28 -2.01 -0.65
S -1.87 1.70 0.44
H 1.96 3.23 -0.46
H 2.95 -0.10 0.49
H -3.29 -0.30 0.39
H -2.09 -2.35 -0.96
*
```